Below is 13 unconnected molecules or ions with the total composition C29H84N4O13 at a distorted geometry, with properties calculated with wB97M-V/def2-TZVPD.

Atoms and positions in Å:
H (4.215, 5.237, -1.322)
H (1.456, 3.498, -1.544)
C (-1.606, 1.738, 4.155)
C (-1.271, -2.357, 3.528)
H (-3.458, 4.345, 1.318)
O (-2.000, -1.432, 5.606)
H (0.088, 3.330, 5.553)
C (-5.875, 3.189, 0.331)
H (2.139, 0.012, -0.017)
H (1.678, -0.301, -6.114)
H (1.428, -0.344, 3.905)
C (-0.570, 0.498, 0.726)
C (3.505, 5.362, -2.141)
H (4.405, -3.804, 0.856)
C (1.634, -0.747, 0.578)
O (3.593, -4.669, 2.564)
O (4.407, 3.425, -3.129)
H (1.856, -0.640, 1.640)
H (3.824, 6.082, -2.891)
C (-2.679, 1.660, -3.060)
H (-3.434, -0.756, -0.495)
H (6.338, 2.371, -1.383)
H (4.409, -2.767, 2.345)
H (2.943, -3.061, 1.429)
H (0.377, -1.790, -1.328)
H (-1.737, 0.672, 3.954)
H (2.632, 5.801, -1.640)
H (-3.293, -2.306, 4.240)
O (-4.563, -1.771, 0.970)
C (3.178, 3.995, -2.723)
H (-2.315, 2.336, 3.585)
H (-1.683, -2.942, -5.972)
H (3.063, -1.218, -5.650)
H (-5.681, 3.306, -0.736)
H (-6.090, 4.192, 0.710)
H (-4.505, 2.195, -4.101)
H (4.411, 1.052, -0.441)
H (-1.281, -1.338, 3.131)
H (-3.274, 0.990, -2.436)
H (-1.524, 4.181, 5.547)
H (4.445, -5.032, 2.822)
C (-3.438, 3.324, 0.935)
C (-0.923, 3.361, 5.947)
H (7.367, 0.950, -1.343)
C (-1.942, -2.720, -3.864)
H (-1.596, 0.550, 0.354)
H (-3.970, 3.389, -2.924)
O (-2.245, -1.730, -2.859)
H (-2.568, 1.922, 6.118)
H (-1.558, -2.998, 2.693)
H (-1.270, -4.189, 5.629)
C (1.719, -4.126, -1.876)
C (1.938, -0.577, -4.098)
H (3.108, 0.187, 4.076)
H (6.696, 1.544, 0.162)
O (-2.204, 0.842, -4.171)
H (-4.687, -0.939, 1.436)
H (-2.149, -0.040, -3.761)
H (-2.500, -1.731, 0.629)
C (-2.286, -2.466, 4.637)
H (-3.214, 3.198, -4.554)
O (-0.773, 1.025, 6.299)
O (-5.046, 2.555, 2.512)
H (1.021, -5.663, -0.687)
C (-3.456, -1.678, 0.097)
O (-0.039, -0.913, -1.160)
H (4.448, 2.460, -2.999)
H (-3.820, -3.796, -3.751)
H (-2.664, -1.505, 6.300)
H (4.622, -1.505, -1.079)
C (-2.040, -2.181, -5.273)
H (-1.514, -1.748, -2.223)
H (-0.254, -2.578, 3.849)
H (5.461, -0.901, 0.455)
C (-2.247, -3.826, 5.317)
H (-2.902, -3.871, 6.191)
O (2.721, -0.903, -3.192)
H (-1.375, -1.329, -5.402)
C (5.376, -0.858, -0.630)
C (-1.474, 2.324, -2.433)
C (6.480, 1.403, -0.900)
O (0.737, -3.374, -1.793)
N (2.762, -3.765, -2.652)
H (-2.650, -4.543, 4.592)
H (-3.055, -1.927, -5.582)
H (-1.774, 3.080, -1.701)
H (-0.818, 2.864, -3.116)
H (2.525, 4.121, -3.597)
H (3.677, -4.172, -2.694)
C (3.871, -3.523, 1.769)
H (-5.496, 3.359, 2.782)
H (-2.453, -4.797, -4.285)
H (2.590, -2.871, -3.106)
H (2.459, 2.083, -1.965)
H (-0.057, 1.409, 0.416)
H (-0.645, 0.539, 1.814)
C (-4.753, 2.555, 1.126)
H (-6.768, 2.563, 0.402)
H (6.319, -1.200, -1.069)
O (1.955, 0.432, 5.784)
H (-3.172, 3.447, -0.122)
H (0.497, 0.126, -2.842)
H (-0.897, -2.998, -3.682)
H (1.021, 0.658, 5.945)
H (-0.959, 3.528, 7.025)
H (-2.586, 2.768, 1.330)
H (2.063, -1.701, 0.255)
C (-3.619, 2.683, -3.682)
C (-1.587, 2.022, 5.645)
C (2.475, 3.132, -1.677)
N (2.161, -0.840, -5.419)
C (0.147, -0.738, 0.254)
H (2.963, 3.275, -0.709)
N (0.786, 0.074, -3.819)
H (-1.085, 0.154, 5.993)
H (-0.297, -1.625, 0.728)
H (2.593, -5.898, -1.380)
C (-2.749, -3.985, -3.622)
O (4.892, 0.633, -2.455)
H (-4.528, 1.550, 0.765)
N (1.773, -5.333, -1.259)
H (-3.506, -2.480, -0.634)
H (0.205, 0.497, -4.523)
H (-0.595, 1.913, 3.769)
H (-0.879, 1.561, -1.927)
H (1.837, 1.390, 3.967)
H (4.020, 0.208, -2.603)
C (5.190, 0.607, -1.068)
C (2.082, 0.400, 4.376)
H (-2.662, -4.322, -2.587)

The value obtained for the total energy is -64015.122 eV. The calculation puts the energy above the lowest of the compared OMol25 structures with the same formula, charge and spin at 0.00 kcal/mol. Its HOMO energy is -9.54 eV. Its HOMO-LUMO gap is 9.82 eV. Its lowest unoccupied orbital energy is 0.28 eV.